# 1
Entry from OMol25: a molecular structure, C36H32N5P2Pt (ωB97M-V with the def2-TZVPD basis set).

```
76
Properties=species:S:1:pos:R:3:forces:R:3:lowdin_spin:R:1
H -4.60377 -2.70744 0.98646 -0.009 0.008 -0.001 0.0004
H 2.28994 -2.67591 -0.15557 0.010 -0.013 0.008 0.0000
C 2.59727 2.77631 1.02653 0.008 0.005 0.065 0.0078
C -3.30686 -1.71808 -0.42064 -0.039 -0.192 0.120 0.0139
P -2.13437 -1.06471 0.79144 -0.210 -0.034 -0.285 0.0720
C -2.03436 2.31419 -0.72411 0.089 0.146 0.075 0.0071
C 5.53664 -2.94912 -1.07766 -0.005 -0.040 0.000 0.0027
C -2.99408 0.24388 1.71099 0.185 0.103 0.119 0.0075
H 2.99986 0.62290 2.88112 -0.074 0.024 0.005 0.0015
H 1.96256 -2.04472 -2.65447 0.020 -0.012 0.031 0.0003
H -2.13975 2.79245 3.78453 0.001 -0.002 0.000 -0.0001
H 0.72671 1.36353 -4.74426 0.007 -0.016 -0.012 0.0006
C -1.85271 -2.30230 2.12028 0.012 0.183 -0.031 0.0076
Pt 0.10548 -0.34813 0.11872 -0.188 -0.421 0.249 1.2438
H -1.68831 -3.29118 1.68541 0.030 0.022 -0.055 -0.0003
C 5.93353 -1.63538 -0.87571 0.005 0.027 0.008 0.0003
C -0.31076 -1.67684 4.16055 -0.174 -0.007 -0.053 0.0369
H 2.57349 4.89402 1.33431 0.003 0.000 0.000 -0.0003
C -4.41319 -2.48771 -0.05764 0.014 -0.017 0.003 0.0040
C -3.05253 -1.48577 -1.76954 -0.054 0.019 -0.017 0.0009
H -4.60082 3.03879 3.84601 0.003 -0.001 0.000 0.0002
H -2.44041 2.46925 0.25899 -0.030 -0.027 0.018 0.0002
C -5.01751 -2.72995 -2.37064 -0.010 -0.010 0.006 0.0002
C -2.76733 2.12091 3.21316 0.022 -0.001 0.002 -0.0005
N -1.00237 1.43945 -0.95590 0.232 0.026 -0.238 0.0831
C 2.91070 1.73354 0.15875 0.145 -0.084 0.022 0.0054
H 3.91918 -4.35688 -0.95131 0.003 0.000 -0.001 -0.0001
N 0.61520 -0.44816 -2.15734 -0.038 0.041 0.003 0.0750
C 3.33306 4.38284 -0.60593 -0.006 -0.013 0.011 0.0090
C 3.41727 2.03109 -1.10762 -0.075 0.024 -0.034 0.0077
C 0.97253 -1.06291 4.22031 0.159 0.052 -0.057 0.0315
C -4.37785 0.37605 1.76597 0.024 0.112 -0.108 0.0042
H 4.04026 3.56837 -2.46140 0.001 0.003 0.002 -0.0003
C 4.22742 -3.32877 -0.81337 0.002 0.026 -0.001 -0.0003
C 2.81218 4.09287 0.64727 -0.004 0.012 -0.008 -0.0010
H -5.01260 -0.28754 1.19452 -0.023 -0.010 -0.001 0.0003
C -3.90889 -1.98409 -2.74140 0.028 0.022 0.006 -0.0002
H -3.12723 3.66485 -2.11564 0.003 -0.001 0.001 0.0009
C -2.38219 2.92316 -1.89062 -0.023 0.026 0.061 0.0035
H -1.11045 1.00986 2.42078 0.009 0.036 0.019 -0.0009
C -2.18889 1.12250 2.44557 -0.133 -0.107 0.058 0.0016
C -0.64664 -1.76936 2.83342 0.040 -0.222 0.157 0.0168
H 3.44557 -1.02147 2.46128 0.042 0.034 0.025 0.0000
N 0.36846 -1.24474 2.07326 0.258 0.181 -0.245 0.2186
H 3.50823 5.41008 -0.89660 -0.001 0.000 0.001 0.0006
C -4.95117 1.38518 2.52930 -0.016 -0.025 -0.028 0.0001
C 1.35834 -0.81310 2.92550 0.021 0.003 0.243 0.0195
N 0.80794 0.63699 -4.05343 -0.043 0.098 -0.048 0.0003
P 2.45513 0.02841 0.56434 -0.005 0.335 -0.164 0.0662
H 5.35021 0.32529 -0.23953 0.007 -0.001 -0.003 0.0002
C 1.61977 -0.46926 -4.14651 0.039 -0.022 -0.007 0.0030
C 3.63067 3.34909 -1.48351 -0.007 -0.008 -0.002 -0.0009
H -1.60809 2.60135 -3.83719 0.023 0.013 0.004 0.0005
H -6.02792 1.48875 2.56074 0.001 -0.006 -0.004 0.0000
C 0.22438 0.61245 -2.83672 0.066 -0.264 0.055 0.0020
H 6.25118 -3.68139 -1.42981 0.001 0.003 0.000 0.0002
C 5.02526 -0.69242 -0.41515 0.008 0.051 -0.037 0.0051
H -2.16766 -0.92745 -2.05205 0.003 0.005 -0.006 -0.0004
H 2.17639 2.56701 2.00355 0.011 -0.007 -0.003 0.0004
C 3.31449 -2.38550 -0.36759 0.016 0.050 -0.051 0.0031
H -3.70315 -1.80295 -3.78862 -0.007 0.001 0.003 0.0000
C -0.73810 1.51214 -2.24730 -0.094 0.098 0.174 0.0011
H -2.72174 -2.34346 2.77728 0.013 -0.048 0.020 0.0028
C -4.14912 2.25621 3.25055 -0.001 0.019 0.018 0.0026
H -6.12149 -3.58498 -0.74025 0.002 -0.001 0.001 0.0001
H 3.64632 1.23079 -1.80260 0.007 0.012 0.010 0.0002
H -5.68252 -3.12325 -3.12820 0.000 -0.002 0.004 0.0000
C 3.70343 -1.05698 -0.17822 -0.132 -0.200 0.096 0.0107
C 1.49089 -1.13062 -2.96453 -0.024 0.040 -0.022 0.0067
H -0.90698 -2.00759 4.99699 -0.002 0.000 -0.009 0.0031
C 2.65195 -0.27677 2.37120 -0.167 -0.028 -0.088 0.0071
H 6.95852 -1.34501 -1.06510 -0.001 0.006 0.004 0.0000
C -5.26633 -2.98829 -1.02856 0.011 0.011 -0.007 0.0008
H 2.20092 -0.68309 -5.02541 -0.009 0.013 -0.008 0.0008
H 1.54658 -0.85806 5.11081 -0.006 0.015 -0.004 0.0027
N -1.54977 2.40676 -2.85223 0.026 -0.062 -0.068 -0.0004
```
Forces are in eV/Å.

Output
Energy above the lowest of the compared OMol25 structures with the same formula, charge and spin in eV: 0.224
<S²>: 2.01
Total charge: +1
E_tot in eV: -67121.6144
2S+1: 3
HOMO (alpha / beta) in eV: -8.519 / -9.659
Orbital gap (alpha / beta) in eV: 6.24 / 6.16

# 2
Entry from OMol25: a molecular structure, C21H23N5O5Se2Ta at a distorted geometry (ωB97M-V with the def2-TZVPD basis set).

```
57
Properties=species:S:1:pos:R:3:forces:R:3:nbo_charge:R:1
Ta -0.51038 -0.43648 0.67938 -0.270 -1.658 0.332 1.4619
C -2.04477 4.43188 -0.43587 0.149 -0.177 -0.004 -0.2358
O 2.17143 -0.95843 -1.37059 -0.271 -0.087 0.070 -0.7280
C 1.63029 -1.91237 2.31356 0.107 0.043 0.140 0.3209
O 0.44347 -1.80310 -5.81475 0.048 -0.003 0.098 -0.7308
C 2.39530 -1.07744 -2.76215 0.072 -0.010 -0.118 -0.0542
C 1.16738 -1.58119 -3.53232 -0.137 -0.067 0.392 -0.1284
H 2.92632 -0.51072 -0.97746 0.006 0.024 -0.002 0.4841
H -5.75296 3.49051 -0.98949 0.025 -0.002 -0.001 0.2299
H 2.65943 -0.09527 -3.17138 0.027 -0.025 -0.060 0.1715
C 1.63219 -1.15459 3.48967 -0.058 0.079 -0.018 -0.1012
C -2.45804 3.10404 -0.41379 -0.217 0.162 0.032 0.1512
H 1.18955 0.65802 5.56511 0.051 -0.005 0.029 0.4314
O 0.42369 1.21880 -0.05080 0.197 1.059 -0.412 -0.4920
C 0.76914 0.01953 3.60731 -0.106 0.187 -0.093 0.3651
O 0.80051 -1.56878 1.30935 1.539 -1.191 0.763 -0.6949
H -3.51003 -2.90539 2.15111 0.060 -0.094 -0.272 0.4311
C 1.53072 -1.37631 -5.01195 -0.132 -0.049 -0.096 -0.0513
H 0.06446 -3.35986 -4.02779 0.054 -0.049 -0.118 0.2474
H -0.40296 2.59596 5.19476 0.018 -0.075 -0.013 0.2398
N -2.84949 -2.14646 2.13977 -0.091 0.063 0.201 -0.6310
N -0.03906 0.51686 2.67403 -0.129 -0.118 0.001 -0.5339
C 0.84163 -3.06974 -3.32829 -0.012 0.111 0.040 -0.5548
H -1.35236 2.22553 2.64753 0.011 -0.036 0.024 0.2277
H -0.80138 -0.87984 -4.04181 -0.039 0.065 -0.085 0.2518
C -0.18413 1.83429 4.46639 0.020 0.023 -0.034 -0.0554
H 3.23142 -1.76040 -2.95510 -0.005 -0.007 -0.032 0.1731
N -0.24692 2.26489 -0.30762 -0.186 0.204 -0.223 0.1848
H 2.43584 -1.95345 -5.23187 -0.003 0.004 -0.027 0.1773
C -0.10412 -0.78134 -3.21674 0.123 -0.054 0.143 -0.5546
H 2.51298 -0.97285 5.44785 0.046 -0.010 -0.037 0.2008
C -2.05451 -1.60636 1.44249 -0.251 0.236 0.368 0.1555
H 0.69552 -1.77404 -6.74069 0.028 0.019 -0.062 0.4878
C 2.50048 -1.52878 4.51745 -0.045 0.067 0.075 -0.1743
C -4.71444 3.75366 -0.83849 -0.034 0.023 0.007 -0.1901
H 4.02162 -4.17681 3.07508 -0.032 0.007 0.002 0.2289
C 2.48584 -2.99529 2.17291 -0.051 -0.127 -0.237 -0.2432
H 4.02601 -2.86909 5.18305 -0.041 0.006 -0.024 0.2297
H 0.10035 0.27249 -3.02848 0.029 -0.013 0.078 0.2364
H 1.75253 -0.31753 -5.18147 -0.025 0.014 -0.026 0.1748
C -4.31877 5.08162 -0.88067 -0.010 0.041 -0.028 -0.1886
Se 0.14646 -3.45234 -1.53598 0.133 -0.158 -0.115 0.2120
C 3.34891 -3.33779 3.19572 -0.006 0.035 0.048 -0.1686
H -1.00449 4.67317 -0.26863 -0.029 0.053 -0.009 0.2412
H -2.67661 6.45318 -0.68971 -0.002 -0.011 -0.026 0.2303
H -5.04830 5.85848 -1.07108 0.025 -0.030 0.025 0.2293
C -3.78562 2.75318 -0.60084 0.090 -0.163 0.004 -0.2337
N 0.69713 0.80941 4.70380 -0.012 -0.003 0.057 -0.4903
N -1.50478 2.06174 -0.18091 0.054 0.201 -0.033 0.1241
H 2.45190 -3.55263 1.24476 0.019 0.026 0.024 0.2382
C 3.35371 -2.60387 4.37768 0.052 -0.051 0.017 -0.2199
C -0.63568 1.64437 3.20352 0.058 -0.070 -0.042 -0.0807
Se -1.12851 -1.48969 -1.65895 0.181 -0.004 -0.728 0.2756
H -4.07507 1.71250 -0.56197 -0.025 0.027 0.000 0.2428
C -2.98604 5.41686 -0.67732 -0.013 -0.007 0.036 -0.1900
H 1.71466 -3.70413 -3.48559 0.014 -0.005 0.098 0.2419
O -1.93144 0.86141 0.23829 -1.005 1.581 -0.128 -0.5721
```
Forces are in eV/Å.

Output
Energy above the lowest of the compared OMol25 structures with the same formula, charge and spin in eV: 1.299
Total charge: +1
E_tot in eV: -172075.8354
2S+1: 1
HOMO in eV: -9.123
Orbital gap in eV: 6.33

# 3
Entry from OMol25: a molecular structure, C51H62BClN9OS4Sn (ωB97M-V with the def2-TZVPD basis set).

```
130
Properties=species:S:1:pos:R:3:forces:R:3:nbo_charge:R:1
H 4.60761 -1.00065 -2.13781 -0.014 0.061 -0.071 -0.0783
C 3.51573 0.02969 0.73311 -0.054 -0.176 0.156 0.3066
C 0.87973 -4.67478 1.47130 -0.030 0.010 0.036 -0.6252
N -2.09072 -1.87271 1.19135 0.006 -0.083 0.120 -0.5016
H 5.94681 1.17105 3.82690 0.014 0.013 0.017 0.1977
H -3.87963 -3.64239 -0.99200 0.000 -0.046 -0.018 0.2016
H 0.23834 -5.42887 1.93274 -0.011 -0.020 0.010 0.1954
H -1.67742 -0.76690 -6.55919 -0.013 -0.009 0.000 0.2149
H 3.58251 1.67063 -2.05733 -0.018 0.015 -0.043 0.2313
H 4.11441 3.18186 0.12839 0.032 0.066 0.034 0.2170
H 5.42676 3.44172 1.92285 0.008 -0.001 -0.032 0.2055
C -0.47747 5.24404 -0.37006 -0.045 -0.025 -0.008 -0.0105
N 2.58408 -4.30442 -0.24892 0.087 -0.161 -0.052 -0.3964
H 0.09717 1.51675 -5.86131 0.014 -0.001 -0.019 0.2003
C -2.57498 1.27881 0.84809 0.422 -0.082 0.133 -0.9926
H -0.53306 1.79351 -4.22874 -0.022 -0.044 -0.074 0.2567
C -2.78817 -2.11752 2.29961 -0.050 -0.034 -0.052 0.0604
H -2.28133 6.69860 -1.81124 -0.009 0.017 0.002 0.1996
C -5.61834 -4.28971 1.15457 0.022 0.031 0.070 0.6595
H 5.40534 -2.86828 -0.99482 0.054 0.012 -0.028 0.2234
H 0.13380 3.17933 -0.60003 0.011 0.004 -0.002 0.2447
C 3.22022 1.37720 3.56681 -0.019 -0.049 0.024 -0.6206
H 0.26259 -3.86087 1.09258 0.028 -0.040 0.035 0.2533
H 3.10680 -6.97008 0.17211 0.015 0.000 -0.025 0.2054
S 0.65753 1.07536 -2.13297 0.214 -0.038 -0.208 -0.3492
C -6.50863 -0.43608 0.55458 0.033 -0.002 -0.004 -0.2599
N 3.31054 -2.45250 -1.14495 0.213 0.006 -0.361 -0.5588
O -6.16573 -4.58214 2.20039 0.023 -0.037 -0.039 -0.6084
S 0.61759 -2.58365 -1.09161 -0.085 -0.067 -0.205 -0.3586
H 1.46664 6.74698 -1.56835 0.023 -0.013 -0.004 0.2116
H -0.11509 1.96600 5.88193 -0.005 0.018 0.022 0.2020
C -0.37785 5.62816 -1.84498 0.028 0.015 -0.001 -0.0868
C -0.65450 1.20240 -5.13377 -0.013 0.033 -0.016 -0.6255
C -0.70538 -1.04831 -6.15403 0.010 0.041 0.008 -0.6146
H -1.12563 7.20530 0.24963 -0.013 0.015 -0.004 0.2043
H 6.35953 1.15818 2.10127 0.019 0.010 -0.012 0.2001
H -2.55980 -0.52591 -4.19642 0.077 -0.046 -0.080 0.2019
H 0.00891 -2.21571 3.25336 0.030 0.006 -0.002 0.2165
Sn -0.48527 0.07469 0.87666 -0.088 -0.133 0.322 1.3046
H 0.01951 7.75801 -1.51834 -0.001 0.016 0.021 0.1975
C -0.37342 3.64792 1.41364 0.144 0.050 -0.092 0.1055
C -0.79359 4.60119 2.33853 -0.044 0.018 -0.009 -0.2222
H -4.46721 -3.09163 3.22356 -0.003 -0.017 0.018 0.2418
H -1.48298 -1.85954 -3.71657 0.000 -0.041 -0.001 0.2134
C -3.89109 0.68095 0.73733 -0.211 -0.071 -0.094 0.0717
C 0.08074 -0.16752 5.95001 0.012 0.001 0.008 -0.2381
H -1.89731 -2.22088 -0.82470 -0.053 0.009 0.028 0.2314
H 1.55713 -4.27238 2.22733 0.004 0.011 -0.001 0.2176
C -2.49039 -2.43612 0.05566 0.030 0.076 -0.094 0.0692
H 0.05472 -0.78394 -6.89074 0.002 0.016 -0.030 0.2059
H -7.50276 -0.85635 0.48047 -0.018 -0.006 0.000 0.2040
C 4.40628 -3.22646 -0.83755 -0.107 -0.080 0.177 -0.0295
C -3.61263 -3.24028 -0.02480 -0.010 -0.014 -0.005 -0.1915
C 3.97245 -4.36919 -0.27628 0.033 0.144 -0.027 -0.1083
C -0.04036 -1.28801 3.81753 0.037 -0.005 0.005 -0.2385
C 1.69978 -1.53425 -4.82135 0.097 -0.026 0.065 -0.1048
H -0.36423 3.61219 -2.70234 0.018 0.014 0.049 0.2335
N 0.83792 -0.58242 -4.29849 -0.133 -0.050 -0.014 -0.4030
H -2.44133 -1.62797 3.19927 0.003 0.016 0.019 0.2206
N 3.39793 0.09463 -0.61622 0.021 -0.047 -0.127 -0.5554
H -2.40964 5.00382 -2.29153 -0.011 -0.022 0.005 0.2200
H -2.28636 1.84430 -0.03692 -0.143 0.146 -0.003 0.2221
H -6.59550 -0.11184 2.67520 -0.009 0.008 0.018 0.2057
H -0.70505 -2.12882 -6.00858 0.031 -0.019 0.021 0.2105
Cl -3.48046 0.33949 -1.92567 -0.467 0.110 0.476 -0.0056
H 3.57695 1.70299 4.54613 -0.007 0.007 0.035 0.1940
H 1.37632 -6.39300 -1.50911 0.020 -0.020 -0.019 0.1997
H 0.35294 4.85538 -3.71753 -0.004 0.031 -0.050 0.2023
C -4.34849 -3.48514 1.12482 -0.019 0.014 0.009 -0.1149
H 5.41271 -0.17357 2.79660 0.006 0.011 0.008 0.2547
H -1.39058 6.66060 2.61255 -0.016 0.016 0.009 0.2127
H 2.96914 0.31954 3.60504 -0.002 0.063 -0.001 0.2621
H 1.52489 -2.04411 -5.74642 -0.034 -0.018 -0.040 0.2167
H 4.87503 3.41647 3.59723 0.012 -0.003 -0.005 0.2137
C 3.64806 1.38658 -1.02425 0.110 0.117 0.127 -0.0249
C 4.30072 1.66183 2.52689 -0.048 0.062 0.018 0.1498
H 0.30985 -2.28494 5.68423 0.006 -0.013 0.013 0.2031
C -0.39388 2.34025 3.20411 0.030 0.013 0.097 0.1500
H 0.19942 -5.09659 -1.21934 0.030 -0.062 0.040 0.2582
C -0.20547 3.96272 0.06598 0.015 0.061 0.014 -0.1541
C -4.72964 0.52525 1.85886 0.089 0.023 0.009 -0.2477
H -4.34887 0.86044 2.81696 0.010 0.005 0.038 0.2072
C -5.71619 -0.30308 -0.57511 -0.054 -0.079 -0.009 -0.2373
H 0.21679 -0.20212 7.02345 0.002 -0.004 0.010 0.2033
H 4.53199 -5.18904 0.12478 0.001 -0.071 0.021 0.2170
C 1.68562 -5.31765 0.34003 -0.025 -0.074 0.091 0.1485
N 2.51851 -0.78595 -2.90755 0.100 -0.027 0.097 -0.5573
H -1.75288 6.19559 -3.42295 -0.001 0.008 -0.038 0.2007
C 2.51520 -6.45768 0.93201 -0.031 0.038 -0.028 -0.6143
H 0.09631 -6.61648 -0.30211 -0.022 -0.041 0.008 0.1981
C 0.24786 4.51378 -2.68644 -0.056 0.115 0.043 -0.6071
C 5.58958 0.89976 2.83147 0.022 -0.017 0.016 -0.6308
N -6.11146 -4.68753 -0.05076 -0.047 -0.023 -0.040 -0.8167
C -0.51068 -0.29054 -4.84002 -0.003 -0.052 -0.055 0.1456
H -1.64406 1.38189 -5.55643 -0.046 0.040 -0.023 0.1973
C 0.47557 6.89283 -2.00099 0.008 0.006 0.007 -0.5946
B 3.47527 -1.01668 -1.68971 -0.005 -0.051 -0.022 0.6235
H 0.59689 7.12919 -3.05972 -0.005 0.015 -0.026 0.2032
H -2.49530 1.89104 1.74348 -0.145 0.015 -0.024 0.1958
N -0.14855 2.39746 1.93957 0.145 -0.071 -0.061 -0.5077
H 3.59785 -2.27288 -4.00998 0.037 -0.018 0.007 0.2224
C 0.77791 -5.88964 -0.74712 -0.058 -0.027 -0.025 -0.6308
H -6.07618 -0.61594 -1.54773 0.002 0.007 0.003 0.2116
S 3.32876 -1.34212 1.71720 -0.041 -0.049 0.009 -0.3765
N 3.83081 1.29353 1.16630 0.091 0.129 0.041 -0.3997
H 3.17533 -6.10909 1.72653 0.015 0.028 0.013 0.2142
H -5.80166 -4.26087 -0.90456 -0.016 0.015 0.022 0.3943
C -1.55846 -0.77731 -3.83979 0.233 -0.013 -0.206 -0.6368
C -0.90427 6.19757 0.57727 -0.027 -0.002 -0.028 -0.2114
C 1.34750 -0.12493 -3.10728 0.056 0.061 -0.004 0.3236
C -1.79314 5.89989 -2.37259 0.006 0.022 0.010 -0.5943
C -0.11608 1.04321 5.31146 0.012 0.014 0.026 -0.1892
C -3.90709 -2.92704 2.31498 -0.109 0.026 -0.019 -0.2082
C 2.19020 -3.13139 -0.81937 -0.129 0.236 0.120 0.3221
C -5.99761 -0.01393 1.77749 -0.031 -0.057 0.017 -0.2184
C -0.27228 -0.09092 3.13949 -0.233 0.124 0.046 -0.4961
C 0.13101 -1.33482 5.19431 0.013 -0.007 0.002 -0.2043
H 3.71903 3.75390 2.30978 -0.029 0.010 -0.007 0.2146
H -7.01993 -5.11921 -0.03827 0.016 0.022 -0.008 0.4002
H 2.32201 1.93844 3.31877 -0.095 0.057 -0.008 0.2069
C 2.72904 -1.64207 -3.96775 -0.048 0.031 -0.097 -0.0465
C -0.27701 1.07053 3.92675 -0.011 -0.003 0.041 -0.1816
S -0.91749 3.85780 3.90733 0.050 -0.009 -0.036 0.3665
H 1.23786 4.23298 -2.32399 -0.003 -0.024 0.013 0.2223
C 4.59740 3.16327 2.57382 -0.028 -0.060 -0.036 -0.6156
H -1.40026 -0.31090 -2.87178 0.156 -0.064 -0.145 0.2618
C -4.44354 0.22923 -0.47217 0.061 0.087 -0.022 -0.0877
C -1.06252 5.90066 1.91605 0.026 0.002 0.027 -0.2159
H 1.82435 -7.18204 1.36348 0.004 -0.012 0.003 0.2147
C 3.92313 2.13098 0.05742 -0.076 -0.066 -0.070 -0.1125
```
Forces are in eV/Å.

Output
Total charge: -1
E_tot in eV: -131731.2417
2S+1: 1
HOMO in eV: -3.352
Orbital gap in eV: 5.53